1.
This record from the Open Molecules 2025 dataset describes a structure of composition C37H43BCl2F4N5O3PTc at a distorted geometry. The level of theory is ωB97M-V with the def2-TZVPD basis set.

Summary:
- molecular weight (g mol⁻¹) = 892.467
- energy relative to the best compared isomer or geometry (same formula, charge and spin) (eV) = 1.032
- E_LUMO (alpha / beta) (eV) = -0.6 / -1.9
- total charge = 0
- highest occupied orbital energy (alpha / beta) (eV) = -7.703 / -7.927
- orbital gap (alpha / beta) (Eh) = 0.2605 / 0.2212
- multiplicity = 4
- calculated total energy (Eh) = -3702.42047
- expectation value of S² = 3.774

Structure (XYZ):
```
97
Properties=species:S:1:pos:R:3:lowdin_charge:R:1
C 2.22360 0.69259 2.79055 -0.190
C 0.16627 -4.66318 2.14184 -0.181
H 3.87777 1.47051 3.94241 0.111
C -2.80530 -0.45831 3.97751 -0.174
C -3.03641 -0.95753 -2.76207 -0.180
C 3.91504 2.37436 1.97513 -0.195
N 0.64311 1.75964 -2.58036 -0.023
H 1.25820 -4.36342 0.27380 0.114
H -0.24074 2.14655 3.13685 0.097
H -0.37098 -4.96057 0.05346 0.118
H 4.63277 -2.44069 -1.32000 0.112
H -0.33448 -2.64913 -0.62957 0.067
H -2.21996 -1.53297 2.21436 0.080
C -1.74235 2.37922 -5.28870 -0.027
N -2.50681 -0.72164 -1.55292 -0.012
F 0.83549 -3.56141 -2.41888 0.151
C 0.19773 -3.42502 3.04878 -0.193
C 0.70990 -1.85387 1.09367 -0.402
H -1.25716 -2.78130 0.86550 0.091
H -2.64644 -1.03950 0.45743 0.044
C 1.67063 0.88661 1.36333 -0.400
H 5.91644 -0.35585 -1.84027 0.113
C 2.74346 0.79370 -1.88620 -0.207
H 2.61175 2.65285 3.65422 0.115
Cl 0.44290 5.64491 -6.00493 0.679
C 2.92641 3.07091 1.03293 -0.169
H 4.41294 1.54371 1.46385 0.110
N 2.06994 -0.29900 -1.55267 0.068
C -2.28399 -0.49143 2.52893 -0.222
H -2.99419 0.02552 1.87848 0.108
H -1.44969 0.72762 5.19510 0.113
C 4.13036 -1.49376 -1.46205 -0.022
H -0.32232 -0.20304 3.26141 0.089
N -1.55354 1.95030 -0.85248 -0.062
O -3.03782 -0.16482 -4.98244 0.109
N -1.54200 0.73015 -3.45258 -0.037
H 0.93369 2.86916 1.81151 0.090
C -2.31310 1.97750 3.67718 -0.180
C 0.23596 -4.27917 0.65071 -0.171
H 2.79946 4.11003 1.34389 0.116
C -1.25698 3.53299 -5.87177 -0.684
C -3.07010 -1.30280 -0.49391 -0.112
H -2.41595 -1.31717 4.52973 0.107
C -2.52658 -0.11275 -3.88542 -0.427
F -1.41609 -3.27275 -2.76049 0.155
H -4.54533 -2.62096 0.29623 0.117
H -3.25543 2.05597 3.12920 0.116
H 2.16784 -2.31317 -1.14509 0.094
C -4.61845 -2.48953 -1.85988 -0.012
H 2.13660 -2.78692 2.42011 0.125
H -1.34035 2.23086 1.76374 0.081
C -2.41467 0.84440 4.69302 -0.194
C 1.13580 -2.35285 2.49702 -0.179
H -2.15751 2.93196 4.18085 0.114
H 2.40612 0.47382 0.67208 0.085
F 0.08369 -2.73618 -4.43132 0.188
H -4.42392 -2.00337 -3.96636 0.134
H 1.42113 0.63869 3.52855 0.091
H -0.80870 -3.01135 3.15588 0.093
H 4.69177 3.07595 2.28275 0.110
C 1.54390 2.38850 1.04901 -0.196
H 1.00016 -5.32178 2.39236 0.107
Tc -0.69486 0.40583 -1.65985 1.612
C -0.14377 4.17134 -5.32774 -0.682
H 1.20557 -1.53914 3.21572 0.072
H -3.89280 -0.55591 3.95822 0.113
H -2.59743 1.88326 -5.71208 0.102
P 0.12358 -0.08580 0.92568 1.110
H 1.60162 -1.83832 0.46176 0.060
H 2.77260 -0.24903 2.83271 0.106
H -0.74990 -5.22327 2.34242 0.107
F -0.05058 -1.41936 -2.52753 -0.113
H -5.42037 -3.20521 -1.97864 0.119
H -3.14650 1.08150 5.46588 0.109
C -4.12792 -2.18181 -0.59861 -0.015
C 0.03425 2.46716 -3.62611 -0.199
C -2.17593 2.90791 -0.51036 -0.451
C 3.17345 1.83534 3.19292 -0.185
C -4.07526 -1.84514 -2.95600 0.030
H 1.02531 2.54344 0.10255 0.080
C 4.13000 0.82929 -1.98239 0.013
H 4.60921 1.76306 -2.24031 0.124
C -1.14694 1.71944 2.70738 -0.190
C -0.92722 0.21326 2.45199 -0.403
C -0.25637 -2.85070 0.43658 -0.221
O 2.52547 3.08718 -2.36929 0.078
C 2.74732 -1.42462 -1.35879 -0.128
H 0.52327 -3.70768 4.05176 0.113
H 3.33315 3.09792 0.02534 0.087
C 1.96560 2.01266 -2.28466 -0.447
C -1.11670 1.85117 -4.16187 -0.193
O -2.78573 3.83915 -0.12990 0.116
Cl -2.05136 4.17117 -7.26140 0.680
C 0.49940 3.64005 -4.22667 -0.032
B -0.13739 -2.84636 -3.09152 -1.190
H 1.35636 4.15068 -3.82763 0.097
C 4.83744 -0.34026 -1.76252 -0.038
```



2.
This record from the Open Molecules 2025 dataset describes a structure of composition C48H53I2N4O4S5SiTa at a distorted geometry. The level of theory is ωB97M-V with the def2-TZVPD basis set.

Summary:
- molecular weight (g mol⁻¹) = 1373.153
- energy relative to the best compared isomer or geometry (same formula, charge and spin) (eV) = 1.550
- E_LUMO (eV) = -6.7
- total charge = +2
- highest occupied orbital energy (eV) = -12.660
- orbital gap (Eh) = 0.2194
- calculated total energy (Eh) = -5313.52501

Structure (XYZ):
```
118
Properties=species:S:1:pos:R:3:lowdin_charge:R:1
H 1.80776 4.70043 4.08148 0.094
C -0.65826 -1.75798 -3.28714 -0.275
H -1.32484 3.46414 5.80438 0.105
C -2.63520 1.92711 -0.83001 -0.168
H -7.95231 -5.20317 -2.67817 0.088
Ta -0.57170 -0.31030 -0.04061 1.211
C 1.13999 0.63509 -5.61928 -0.040
H 3.35898 0.16063 5.59032 0.096
C -0.19545 5.35648 -0.33207 -0.507
H 2.25723 2.37951 -5.03502 0.123
C -0.64151 3.93872 3.17859 -0.024
H -5.07083 4.19287 -1.51096 0.134
H 3.31653 -2.10223 4.62152 0.092
C -5.38568 -0.40414 -1.59952 0.072
H 1.85139 1.05924 5.88032 0.068
H -6.43587 -0.35964 -1.88702 0.124
O 1.02480 2.24076 3.69052 -0.128
C -4.60826 3.22113 -1.37093 0.018
H 3.50763 2.38586 3.08387 0.086
C -7.04318 -4.66244 -2.42698 -0.380
C 3.72909 2.42985 2.01194 -0.015
C 0.18301 3.29730 4.27560 -0.612
H -0.41400 -0.17072 5.53037 0.071
N -1.34656 1.80160 -0.47817 -0.039
C 0.72633 -5.91736 -4.24478 -0.080
H 1.76978 -2.93902 4.32682 0.092
C -1.07487 4.18496 -0.53475 -0.169
C 4.05969 -0.03571 1.86947 -0.020
C -2.03382 -1.96146 -3.84891 0.002
H 2.72178 6.90133 0.27918 0.116
C 3.29416 1.15472 1.30089 -0.604
S 1.24010 -1.92927 0.54297 0.360
C 2.29686 -2.24563 4.99278 -0.018
H -1.93714 -2.22624 -4.91020 0.103
H 3.28818 0.33979 -0.69572 0.087
H 0.44490 2.71687 -0.01324 0.115
H 4.58421 1.50038 -0.36408 0.109
H 3.66615 -0.97950 1.48840 0.050
C -3.21158 3.16071 -1.02658 -0.108
C 1.40564 1.37475 -3.33975 0.002
N -2.73457 -0.46935 -0.84958 0.002
H 1.21774 -6.16535 -6.32484 0.108
C 1.67413 6.68098 0.09600 -0.154
C -3.40533 -1.59190 -1.11543 -0.210
C 1.65426 1.53898 -4.70020 -0.037
O 0.36554 0.06333 -1.55667 -0.338
C 3.42484 -5.38241 -3.86922 -0.040
H -2.64111 -1.04948 -3.80416 0.097
C -5.40732 -2.89698 -1.85465 -0.524
H 3.22388 3.30651 1.60038 0.083
Si 1.01180 0.85557 2.90786 -0.078
H -2.53956 -2.78453 -3.34541 0.069
C -4.74895 -1.61393 -1.52034 -0.194
H 5.10882 0.04223 1.57080 0.107
C 2.94226 -5.65272 -5.14372 -0.067
C 1.21808 -5.65377 -2.96961 -0.073
H 3.62183 -5.65668 -5.99021 0.110
H 4.11424 -5.51542 -1.26327 0.083
C 1.14987 4.29983 4.86244 -0.016
C -5.78434 -5.15171 -2.30381 -0.153
H 4.80808 2.55642 1.89495 0.106
H -1.34866 3.22232 2.74700 0.062
C 1.72933 -2.68720 -1.06369 -0.953
H -1.21164 4.78556 3.58264 0.108
S 3.35460 -3.35968 -0.92373 0.902
C -5.31863 2.09203 -1.52425 0.019
C 0.70261 7.62993 0.05000 -0.380
H -1.37193 1.92672 4.91042 0.079
O 1.51534 -0.43906 3.69126 -0.150
C 2.56904 -5.39418 -2.77246 -0.305
C 1.56430 -0.92979 5.06545 -0.619
H 0.59742 5.12980 5.31687 0.103
C 0.13959 -1.12068 5.55306 -0.015
H -0.03197 -1.14969 -5.89208 0.130
C 0.16113 -0.63544 -3.82016 -0.115
H 2.46787 -5.57839 -0.62112 0.081
C 2.32014 0.06965 5.92666 -0.009
H 4.48222 -5.17250 -3.72325 0.120
S -0.82300 6.94847 -0.26388 1.088
H 0.02383 4.31199 2.39235 0.081
H 0.14128 -1.48939 6.58515 0.105
I -1.09647 -2.95624 0.90158 0.544
H 1.76765 3.82916 5.63571 0.096
H 2.92439 2.08125 -0.58070 0.068
H 1.32109 0.77104 -6.67897 0.120
H -0.38648 -1.85030 4.92661 0.093
H -3.78029 -4.32668 -1.83819 0.091
H 0.54418 -5.67798 -2.11400 0.111
H 4.01027 -0.06213 2.96075 0.082
H -0.33109 -6.12777 -4.38561 0.104
C 3.09857 -5.13888 -1.38400 -0.366
H -2.86253 -2.51826 -1.02979 -0.034
N 1.07267 -2.71374 -2.14120 -0.008
S -0.99223 0.35299 2.16083 0.397
I -3.72758 -3.90057 1.32652 0.288
C -4.69881 0.79624 -1.37014 -0.109
S -7.09480 -2.98589 -2.15233 1.082
H 0.80264 8.70406 0.18797 0.088
H 2.32343 -0.26245 6.97130 0.106
C -2.39998 4.29289 -0.87455 0.066
H 1.76963 4.47942 -0.15267 0.100
C 1.59165 -5.92825 -5.33308 -0.080
C 0.37838 -0.43893 -5.17571 0.007
H -2.84040 5.27693 -1.03723 0.123
C -0.58406 2.88512 -0.33046 -0.036
H 1.75795 2.10005 -2.62061 0.108
H -5.53055 -6.20285 -2.42746 0.119
C 3.53210 1.27146 -0.17355 -0.026
C 1.14862 5.37168 -0.12488 -0.127
C -0.70446 2.68665 5.34376 -0.022
C 0.68654 0.28309 -2.92529 -0.215
H -6.37416 2.13046 -1.79220 0.136
C -3.37293 0.72916 -1.01014 -0.148
O 1.82152 0.96832 1.45237 -0.254
C -4.84487 -4.12784 -1.97414 -0.194
N -0.24782 -2.55779 -2.37396 0.054
H -0.10088 2.22346 6.13037 0.086
H 2.34892 -2.69638 5.98998 0.104
```



3.
This record from the Open Molecules 2025 dataset describes the ion C6H6N with charge +1 at a distorted geometry. The level of theory is ωB97M-V with the def2-TZVPD basis set.

Summary:
- molecular weight (g mol⁻¹) = 92.121
- energy relative to the best compared isomer or geometry (same formula, charge and spin) (eV) = 3.741
- E_LUMO (eV) = -6.6
- total charge = +1
- highest occupied orbital energy (eV) = -15.440
- structure (SMILES) = C1=[N+]=C2CC2=CC1
- orbital gap (Eh) = 0.3244
- calculated total energy (Eh) = -286.49780

Structure (XYZ):
```
13
Properties=species:S:1:pos:R:3:lowdin_charge:R:1
N 1.85478 -0.43960 0.23040 0.196
C -0.88316 -0.58561 0.17294 -0.109
H -1.99426 1.00869 -0.79116 0.177
H -1.18418 -2.10674 1.65616 0.138
C -0.81224 -2.03989 0.63063 0.070
H 0.29344 2.39889 0.09710 0.163
C 0.24068 1.43140 -0.41795 -0.111
C -0.97282 0.62490 -0.43779 0.071
H -1.08342 -2.84666 -0.04306 0.126
C 0.34101 -1.16663 0.36292 0.090
H 2.47393 1.34939 0.02779 0.141
C 1.54079 0.79095 -0.01359 -0.103
H 0.18545 1.58089 -1.47438 0.151
```



4.
This record from the Open Molecules 2025 dataset describes a cluster of 6 separate species, C43H45N2O23 in total at a distorted geometry. The level of theory is ωB97M-V with the def2-TZVPD basis set.

Summary:
- molecular weight (g mol⁻¹) = 957.824
- energy relative to the best compared isomer or geometry (same formula, charge and spin) (eV) = 0.000
- E_LUMO (eV) = -3.7
- total charge = +1
- highest occupied orbital energy (eV) = -11.019
- orbital gap (Eh) = 0.2703
- calculated total energy (Eh) = -3505.26075

Structure (XYZ):
```
113
Properties=species:S:1:pos:R:3:lowdin_charge:R:1
O -1.47288 7.99049 1.29666 0.051
H 3.13303 -1.03641 3.08616 0.134
H 2.21410 1.56488 1.34939 0.099
H -2.63230 2.75526 -1.95015 0.144
H -2.33359 0.57365 -1.58272 0.130
N 5.34879 2.78945 -0.66334 0.037
C -1.65418 11.51823 0.82623 0.085
C 0.74419 10.68410 0.67975 -0.228
O 0.31094 -5.66329 1.19611 0.083
H 3.52753 2.33700 -1.52404 0.116
O 0.37134 -5.19891 -1.17085 0.108
O -3.86034 -5.91733 0.33629 0.077
H -3.94054 6.22347 1.06861 0.120
H 2.83644 -4.53843 2.32237 0.090
C 0.50416 -3.08332 -4.73558 -0.235
H -0.07723 0.61869 0.95485 0.133
C 4.69088 -2.62007 -0.23885 0.079
H 0.54494 -1.39189 -5.49671 0.117
H 0.64254 3.98812 0.93372 0.105
H -2.22807 -6.12574 1.79693 0.105
O 0.44809 -6.40622 -3.52078 0.128
H -8.27885 -6.03538 -0.23433 0.138
C -2.78607 1.03491 -0.69851 -0.154
H 0.26152 2.51704 1.78250 0.125
C -0.39991 2.41463 -0.21201 -0.204
H -3.79494 0.64175 -0.65330 0.140
O 2.05553 -6.72122 2.88242 0.100
O -3.30282 9.89736 1.20419 0.122
C -7.19486 -7.62403 -1.25601 -0.311
H -3.64345 4.35579 0.98108 0.103
H 7.93431 4.31283 -1.13304 0.090
C 0.45435 -5.19398 -3.56490 -0.306
O 4.44687 0.51938 1.39259 0.077
O -2.00727 0.64632 0.40659 -0.085
C -1.90877 -7.27721 3.61658 -0.305
O 3.81704 -4.65543 0.57059 0.119
H 0.42222 -2.56242 -1.26514 0.126
C -3.47160 5.35899 0.62726 -0.045
C 3.40694 -2.81926 1.95183 -0.227
H -0.47163 4.99806 -0.41299 0.132
C 4.82474 -1.30965 0.01336 -0.230
H 7.89204 2.69124 -0.41670 0.078
H -6.74961 -9.47830 -2.49318 0.126
N -1.67988 3.23955 -0.10963 -0.013
C -5.82863 -8.21860 -1.49773 -0.232
C -7.29520 -6.44428 -0.41596 0.077
O 2.76700 -3.65440 2.74552 0.125
H 5.68292 3.12040 0.23249 0.128
C 3.16335 3.27929 0.41538 -0.147
H -1.96704 6.65060 -0.28200 0.121
C 0.88447 -6.91401 3.16560 -0.302
C -4.71653 -7.67411 -0.97919 0.075
C 3.54263 -1.50617 2.20274 0.071
C 2.00188 2.27035 0.55403 -0.166
C -0.24612 11.82474 0.64744 -0.305
H 1.28302 -5.70116 1.27874 0.097
H 0.06992 2.57291 -1.17964 0.164
C 0.49618 -2.34162 -3.42416 -0.320
C 7.67461 3.27254 -1.30976 0.007
H 1.20765 -8.02881 5.00365 0.138
H -2.31153 -8.45438 5.52061 0.123
O -3.07531 -7.49607 3.88311 0.113
O -6.18980 -4.83213 0.88123 0.115
O 0.52820 -1.11648 -3.46483 0.068
C 6.21554 3.17361 -1.67777 -0.529
C 3.98629 -3.45918 0.70940 -0.305
H 1.05643 8.59216 0.91773 0.132
O -1.33856 -8.47282 5.60571 0.125
H 3.85999 4.05004 -1.47562 0.118
C -0.86258 -7.81930 4.55887 -0.233
C -6.18366 -5.90697 0.10252 -0.234
H 3.82876 3.08984 1.25469 0.103
C -0.16036 -6.34952 2.23841 -0.210
C 3.93957 3.12714 -0.90287 -0.174
H -1.44593 4.51543 -1.81292 0.152
O 0.19350 12.94101 0.46964 0.132
C 0.42290 -4.44864 -2.25224 -0.218
C -0.65841 0.91863 0.08852 -0.137
C -2.39874 5.65868 -0.34096 -0.273
H 1.90153 1.68642 -0.36019 0.106
O 5.82934 3.38188 -2.81265 0.069
C 0.35536 9.41418 0.89008 0.068
H 0.36393 -6.12646 -1.47992 0.133
H 8.24211 2.88956 -2.14939 0.089
C -1.41226 4.55962 -0.72990 -0.053
H -1.84969 3.26707 0.89422 0.189
H 2.78129 4.29013 0.53161 0.103
H 5.40130 0.42020 -0.39526 0.091
C -2.75949 2.55371 -0.89298 -0.054
C 0.61777 2.90603 0.82498 -0.141
C -2.03420 10.25118 1.03267 -0.230
O 0.53097 -2.31214 -5.81614 0.120
C -4.81864 -6.48672 -0.16200 -0.304
H 0.49266 -4.96124 -5.73003 0.140
H 5.08596 -3.08486 -1.13108 0.139
C 0.44462 -3.10427 -2.20103 0.066
H -3.73349 -8.09038 -1.14799 0.136
C 0.48580 -4.42127 -4.79395 0.081
H 2.00472 12.00121 0.36560 0.131
O 5.44451 -0.47112 -0.80444 0.115
O -3.70635 5.50862 -0.79092 -0.021
C -1.46968 -6.52499 2.45612 0.082
H -2.35846 12.33693 0.78673 0.142
O 2.00007 11.03041 0.48935 0.138
H -5.25700 -4.66480 1.11435 0.117
H -0.32596 0.29557 -0.74158 0.129
H -3.30184 8.93375 1.34068 0.109
O -5.81870 -9.30269 -2.25222 0.129
H -3.73214 2.96588 -0.64719 0.128
C 0.44916 -7.64344 4.33728 0.077
O -8.14552 -8.17026 -1.77893 0.119
C -1.04112 9.12020 1.08792 -0.304
C 4.26334 -0.67929 1.26255 -0.310
```